ORCA calculation (wB97M-V/def2-TZVPD) on a structure of composition C14H36Cl2OP3Rh at a distorted geometry.

Cartesian coordinates (Å):
C -0.3809 -2.0844 -3.3517
C -0.1211 -0.6918 -2.8843
H 0.2984 -2.8499 -2.9057
H -0.3294 -2.0467 -4.4464
H -1.4044 -2.2941 -3.0528
O 0.9042 -0.4270 -2.2388
Cl -1.5365 0.2401 -2.6542
Rh 0.3860 0.3025 1.9615
P 0.7980 1.8023 -1.0189
C 2.5418 2.4550 -1.1107
C 0.5664 2.2810 -2.8213
H 0.9188 3.2967 -3.0037
H 0.1949 4.1652 -0.9741
H -0.4962 2.2007 -3.0766
H -1.1589 3.0731 -0.4164
H 3.1935 1.5899 -1.2895
H 1.1169 1.5681 -3.4473
C -0.0808 3.2947 -0.3559
H 2.5652 3.1253 -1.9800
H 0.1807 3.4229 0.7062
H 2.8031 2.9908 -0.1925
P -0.7836 -1.5033 1.3707
C -0.1616 -2.8939 2.4176
C -2.3193 -0.9005 2.1836
H -2.3144 -1.9687 -0.5182
H -2.0565 -3.4073 0.5260
H -0.7986 -2.9404 -0.6565
C -1.5554 -2.5437 0.0382
H -2.8070 -0.2213 1.4729
H -2.9807 -1.7435 2.4190
H -0.8976 -3.7019 2.4006
H -0.0132 -2.5116 3.4290
H -2.0274 -0.3254 3.0692
H 0.7858 -3.2420 1.9922
Cl -0.5932 2.0538 2.9833
C 3.1002 2.4650 2.5433
C 3.6905 1.1958 1.9806
P 2.4995 -0.2483 2.0318
C 3.2951 -1.6415 1.0844
C 4.6753 -2.0150 1.6138
C 2.1747 -0.7985 3.7995
C 3.2180 -0.3979 4.8165
H 2.4033 2.9196 1.8461
H 3.8721 3.2052 2.7486
H 2.5513 2.2970 3.4663
H 3.9074 1.3022 0.9167
H 4.6678 0.9768 2.4368
H 2.5909 -2.4879 1.1102
H 3.3219 -1.2983 0.0387
H 4.6166 -2.4157 2.6242
H 5.1487 -2.7818 0.9990
H 5.3538 -1.1600 1.6230
H 1.1998 -0.3116 4.0283
H 1.9762 -1.8760 3.8335
H 3.2487 0.6760 4.9590
H 3.0117 -0.8267 5.7984
H 4.2096 -0.7403 4.5370

Cartesian forces (eV/Å) of the 3 atoms listed first:
0.098 -0.101 -0.752
2.200 -1.661 3.840
-0.233 0.978 -0.566

Calculated values
Total charge: +2
Orbital gap (alpha / beta) (eV): 7.70 / 5.79
<S²>: 6.012
Multiplicity: 5
HOMO energy (alpha / beta) (eV): -13.840 / -15.669
E_LUMO (alpha / beta) (eV): -6.14 / -9.88


ORCA calculation (wB97M-V/def2-TZVPD) on a cluster of 2 separate species, C5H9N2O in total at a distorted geometry.

Cartesian coordinates (Å):
C 2.8024 -1.1803 -0.0316
C -0.4232 0.8510 -0.1908
C -1.5220 0.4259 0.5171
C 0.0488 2.1398 -0.0009
C -2.0445 -0.9605 0.4630
N 0.1389 3.2965 0.0067
N 2.4865 1.1243 -0.1948
O 2.0614 -0.1317 -0.1823
H 2.2871 -2.1418 0.2490
H 3.7759 -1.0805 0.1725
H 0.1174 0.0806 -0.7919
H -1.9471 1.0535 1.3308
H -3.1193 -0.8320 0.1610
H -2.1408 -1.5109 1.3483
H -1.4485 -1.5962 -0.2389
H 0.5502 4.1144 0.4023
H 3.4728 1.3649 -0.1843

Cartesian forces (eV/Å) of the 3 atoms listed first:
-0.320 -5.070 0.383
-1.101 -2.074 0.255
1.295 0.244 1.449

Calculated values
Total charge: +1
Orbital gap (alpha / beta) (eV): 6.08 / 9.81
<S²>: 2.007
Multiplicity: 3
HOMO energy (alpha / beta) (eV): -10.954 / -14.794
E_LUMO (alpha / beta) (eV): -4.87 / -4.98


ORCA calculation (wB97M-V/def2-TZVPD) on a cluster of 2 separate species, C4H12 in total at a distorted geometry.

Cartesian coordinates (Å):
C -0.8525 1.5668 -0.2634
C -1.3136 2.5485 0.8064
H 0.2032 1.1723 -0.1574
H -1.5816 0.7851 -0.6083
H -0.8708 2.4146 -1.0035
H -2.4212 2.6355 0.7168
H -0.8688 3.6580 0.5092
H -0.9760 2.1353 1.7168
C 1.6695 -1.7755 -0.6315
C 0.5203 -2.5815 0.1237
H 1.8240 -0.8366 -0.1233
H 2.6469 -2.3218 -0.6725
H 1.2837 -1.3350 -1.7004
H -0.3387 -1.9731 0.4381
H 0.8810 -2.6918 1.1902
H 0.1946 -3.4008 -0.3411

Cartesian forces (eV/Å) of the 3 atoms listed first:
0.714 -2.503 0.818
-0.921 2.710 -3.242
-1.396 0.419 0.032

Calculated values
Total charge: +1
Orbital gap (alpha / beta) (eV): 11.44 / 3.04
<S²>: 0.752
Multiplicity: 2
HOMO energy (alpha / beta) (eV): -15.006 / -14.431
E_LUMO (alpha / beta) (eV): -3.57 / -11.39


ORCA calculation (wB97M-V/def2-TZVPD) on a structure of composition C30H30AsN4O6Tl.

Cartesian coordinates (Å):
Tl -1.6905 -1.0395 0.0914
C -3.6201 1.8598 -2.2212
C -2.8392 1.3298 -3.3014
C -2.6517 -0.0288 -3.0791
C -3.3169 -0.3763 -1.8617
C -3.9248 0.8179 -1.3526
H -3.9352 2.8930 -2.1221
H -2.4480 1.9041 -4.1352
H -2.0730 -0.7118 -3.6877
H -3.6882 -1.3730 -1.6406
H -4.5159 0.8784 -0.4476
O -0.5461 -3.0036 -0.2391
C 0.7247 -3.1998 -0.1660
C 1.3301 -4.1219 -1.0663
C 2.6740 -4.4225 -1.0338
C 3.5217 -3.8108 -0.1049
C 2.9691 -2.8948 0.7744
C 1.6118 -2.5626 0.7607
C 1.1162 -1.5796 1.7301
N -0.0925 -1.5502 2.2532
C -0.0791 -0.5569 3.2098
C 1.1524 0.0152 3.2686
N 1.9149 -0.6471 2.3246
H 0.6741 -4.5695 -1.8036
H 3.0810 -5.1339 -1.7459
H 4.5784 -4.0463 -0.0691
H 3.6122 -2.4223 1.5129
H -0.9709 -0.3069 3.7642
H 1.5425 0.8296 3.8559
H 2.8210 -0.3630 1.9963
C -1.4979 3.8516 0.0494
As -0.1801 2.4686 -0.1741
C 0.1390 2.3684 -2.0601
C 1.4335 3.2266 0.5647
O -0.6375 1.1709 0.7383
H -1.2103 4.7803 -0.4472
H -1.6268 4.0114 1.1191
H -2.4248 3.4630 -0.3728
H 0.0771 3.3875 -2.4467
H -0.6344 1.7364 -2.4974
H 1.1217 1.9387 -2.2483
H 1.6655 4.1720 0.0738
H 2.2632 2.5329 0.4422
H 1.2593 3.3911 1.6265
O 0.4760 -1.5967 -3.2499
C 0.8757 -0.9861 -2.2575
O 0.2231 -0.3923 -1.3464
C 2.4012 -0.8456 -2.1243
C 3.2312 -1.3883 -3.0927
C 4.6147 -1.2403 -3.0193
C 5.1851 -0.5581 -1.9618
C 4.3458 -0.0498 -0.9813
C 2.9687 -0.1790 -1.0486
N 4.9543 0.6052 0.1845
O 6.1392 0.8765 0.1426
O 4.2461 0.8487 1.1447
H 2.7599 -1.9241 -3.9079
H 5.2515 -1.6698 -3.7833
H 6.2545 -0.4376 -1.8636
H 2.3161 0.2001 -0.2733
N -3.3109 -1.5026 1.3974
C -3.7859 -0.5446 2.1959
C -3.3560 0.8227 2.3490
C -3.9611 1.6922 3.2389
C -5.0276 1.3090 4.0558
C -5.4644 -0.0160 3.9420
C -4.8855 -0.9095 3.0641
H -2.5218 1.1564 1.7450
H -3.5881 2.7129 3.2998
H -5.4896 2.0010 4.7512
H -6.2877 -0.3582 4.5661
H -5.2434 -1.9323 3.0016

Cartesian forces (eV/Å) of the 3 atoms listed first:
-0.261 0.165 0.113
0.094 -0.166 -0.142
-0.110 -0.011 0.183

Calculated values
Total charge: -2
Orbital gap (eV): 4.03
Multiplicity: 1
HOMO energy (eV): -0.563
E_LUMO (eV): 3.47


ORCA calculation (wB97M-V/def2-TZVPD) on a cluster of 2 separate species, C5H10Cl2NO in total at a distorted geometry.

Cartesian coordinates (Å):
C 0.1917 -0.6452 -0.8947
C -2.8415 0.1076 0.0352
C 0.0924 -1.9530 -0.2657
C 0.8874 1.6515 -0.8121
C 1.2298 0.3311 1.2190
N 1.1111 0.2983 -0.2579
O -1.6538 0.2643 -0.0726
Cl -3.9431 1.4142 0.1482
Cl -3.5985 -1.4288 0.1167
H -0.7849 -2.4760 -0.6400
H 0.1305 -1.9987 0.8218
H 0.9489 -2.5107 -0.6657
H 1.6382 2.3469 -0.4416
H 0.9258 1.6116 -1.8989
H -0.1054 1.9810 -0.5190
H 1.6707 -0.5875 1.6006
H 1.8567 1.1665 1.5270
H 0.2348 0.4621 1.6391
H 2.0093 -0.0353 -0.6395

Cartesian forces (eV/Å) of the 3 atoms listed first:
-0.334 -0.669 -1.449
0.589 0.081 -0.031
-0.220 0.112 0.602

Calculated values
Total charge: +1
Orbital gap (eV): 8.93
Multiplicity: 1
HOMO energy (eV): -13.202
E_LUMO (eV): -4.27


ORCA calculation (wB97M-V/def2-TZVPD) on an isolated molecule of C4H6N2S at a distorted geometry.

Cartesian coordinates (Å):
C 2.5795 0.5902 0.0635
S 1.6090 -0.9533 -0.0600
C -0.0694 -0.3982 -0.1109
N -0.4413 0.8463 -0.1133
C -1.8246 0.7337 -0.0495
C -2.2669 -0.5003 0.0686
N -1.1676 -1.2943 -0.0012
H 3.5956 0.1884 -0.2358
H 2.4059 0.9145 1.1035
H 2.3182 1.3736 -0.6426
H -2.4895 1.6478 -0.0046
H -3.3049 -0.8236 -0.0050
H -0.9441 -2.3247 -0.0126

Cartesian forces (eV/Å) of the 3 atoms listed first:
0.182 -0.960 0.039
-0.383 -0.175 -0.564
-0.404 -0.830 0.553

Calculated values
Orbital gap (eV): 8.77
SMILES: CSc1ncc[nH]1
Multiplicity: 1
HOMO energy (eV): -8.045
E_LUMO (eV): 0.72


ORCA calculation (wB97M-V/def2-TZVPD) on an isolated molecule of C21H20O4 at a distorted geometry.

Cartesian coordinates (Å):
O -0.3871 3.7082 -0.1655
C -0.3676 3.0352 0.8696
C 0.1684 3.6583 2.1676
C 0.5107 2.5233 3.1346
C -0.6966 1.6202 3.3539
C -1.5283 1.3051 2.1175
O -2.7717 1.1334 2.2280
C -0.9237 1.6000 0.7784
C 0.1034 0.4809 0.3918
C -0.6818 -0.7460 0.0999
C -1.2362 -1.7989 -0.1239
C -1.8757 -3.0616 -0.2767
C -1.1748 -4.2947 -0.1844
C -1.8529 -5.5255 -0.4363
C -3.1966 -5.5402 -0.8054
C -3.9143 -4.3167 -0.7942
C -3.2549 -3.0990 -0.5386
C 0.9451 0.8008 -0.9116
C 1.8021 -0.3384 -1.4422
O 2.2059 -1.1901 -0.6804
C 2.4400 -0.1044 -2.7542
C 3.4360 1.0560 -2.6704
C 2.8027 2.2894 -1.9927
C 2.0358 1.8794 -0.7678
O 2.3978 2.3108 0.3424
H 1.1025 4.1753 1.9130
H -0.6048 4.3006 2.5388
H 1.3787 1.9894 2.8032
H 0.8092 2.9993 4.0842
H -0.2992 0.6954 3.8333
H -1.3278 2.1352 4.0413
H -1.7369 1.6127 0.0710
H 0.8087 0.2693 1.2019
H -0.0980 -4.3336 0.0110
H -1.2777 -6.4349 -0.3541
H -3.7118 -6.4730 -1.0665
H -4.9666 -4.2727 -0.9901
H -3.8156 -2.1588 -0.6265
H 0.2803 1.1656 -1.6978
H 1.7216 0.1060 -3.5014
H 2.9018 -1.0213 -3.1147
H 4.3065 0.7441 -2.0646
H 3.8141 1.2951 -3.6519
H 3.5718 3.0058 -1.6765
H 2.1578 2.8149 -2.6931

Cartesian forces (eV/Å) of the 3 atoms listed first:
-0.038 -1.114 1.503
0.445 1.711 -2.238
0.817 -2.014 -1.005

Calculated values
Orbital gap (eV): 8.93
SMILES: O=C1CCCC(=O)C1C(C#Cc1ccccc1)C1C(=O)CCCC1=O
Multiplicity: 1
HOMO energy (eV): -8.717
E_LUMO (eV): 0.21


ORCA calculation (wB97M-V/def2-TZVPD) on a structure of composition C28H35HgN5OP2 at a distorted geometry.

Cartesian coordinates (Å):
Hg 0.3492 -1.9247 -0.3411
C -2.2746 -6.1552 -4.0974
C -3.1469 -5.1488 -4.1422
C -4.5089 -5.1990 -3.5312
C -4.5652 -5.8398 -2.1123
C -3.4113 -5.5297 -1.2167
C -2.3275 -6.3070 -1.1435
C -2.2528 -7.5851 -1.9457
C -2.5701 -7.4663 -3.4478
C 1.1573 -0.8771 1.3935
H -1.3681 -6.1235 -4.7080
H -2.9834 -4.2741 -4.7848
H -5.2132 -5.7793 -4.1564
H -4.9053 -4.1697 -3.4874
H -5.5047 -5.5037 -1.6521
H -4.6593 -6.9210 -2.2501
H -3.6392 -4.7836 -0.4452
H -1.5486 -6.1586 -0.3946
H -2.9584 -8.3453 -1.5699
H -1.2414 -7.9906 -1.8307
H -1.9598 -8.2135 -3.9583
H -3.6104 -7.7527 -3.6350
H 1.9375 -0.1783 1.0329
H 1.6466 -1.5383 2.1133
H 0.3833 -0.3012 1.8843
P -1.9578 -2.0577 0.9168
P -1.6564 -0.4583 -1.8648
N -1.4778 -3.4917 1.7678
N -2.7423 -1.1027 2.1179
N -0.7982 -1.6994 -2.8609
N -1.9412 0.5611 -3.2525
C -3.1729 -2.3842 -0.4137
C -3.2682 -1.3223 -1.5277
C -0.1461 -3.9480 1.8889
C -0.1392 -5.0363 2.7248
C -1.4845 -5.2649 3.1418
C -2.2829 -4.3082 2.5626
C -2.0986 -0.5418 3.2476
C -3.0319 0.2171 3.9424
C -4.2843 0.1080 3.2442
C -4.0879 -0.6999 2.1500
C 0.5889 -2.0347 -2.6475
C 0.8595 -3.1817 -3.4248
C -0.3264 -3.5786 -4.0481
C -1.3322 -2.7026 -3.6161
C -2.4490 0.3634 -4.5440
C -2.4271 1.5874 -5.2315
C -1.8757 2.5593 -4.3248
C -1.5472 1.9078 -3.1516
H -4.1384 -2.5712 0.0836
H -2.8735 -3.3341 -0.8781
H -3.7341 -1.7470 -2.4318
H -3.9513 -0.5499 -1.1575
H 0.6804 -3.4185 1.4148
H 0.7400 -5.5909 3.0249
H -1.8096 -6.0418 3.8144
H -3.3394 -4.1091 2.6231
H -1.0591 -0.7262 3.4365
H -2.8611 0.7765 4.8358
H -5.2082 0.5840 3.5278
H -4.7607 -1.0346 1.3673
H 1.3235 -1.2550 -2.3640
H 1.8374 -3.6624 -3.4921
H -0.4644 -4.3873 -4.7464
H -2.4017 -2.7156 -3.7796
H -2.7904 -0.5981 -4.8522
H -2.7340 1.7792 -6.2481
H -1.7355 3.6234 -4.5137
H -1.0299 2.2242 -2.2565
O 1.8052 3.0298 -0.1404
C 1.2566 1.9915 -0.3782
N 0.6984 0.9450 -0.6363

Cartesian forces (eV/Å) of the 3 atoms listed first:
1.619 1.674 0.799
-0.296 0.261 -0.750
-0.038 -0.365 -0.931

Calculated values
Orbital gap (eV): 6.34
Multiplicity: 1
HOMO energy (eV): -7.111
E_LUMO (eV): -0.77


ORCA calculation (wB97M-V/def2-TZVPD) on a structure of composition C29H32NNiO4S at a distorted geometry.

Cartesian coordinates (Å):
C 1.8862 -0.3432 0.4121
C 2.3447 -1.0553 -0.6945
C 2.1924 -0.1907 -1.9012
H 2.8072 -2.0464 -0.7039
C 1.7892 1.1220 -1.3257
C 1.5485 0.9939 0.0235
H 1.6590 2.0089 -1.9191
C -0.8928 -2.1930 1.6701
C -0.2412 -3.3419 1.1100
C -0.2020 -3.1496 -0.3100
H 0.1662 -4.2051 1.6385
C -0.8550 -1.9165 -0.6179
C -1.2385 -1.2872 0.5981
H 2.9856 -0.1618 -2.6473
H 1.2040 1.7828 0.6923
H 1.8803 -0.6886 1.4394
H -1.7966 -0.3566 0.6619
H 0.2132 -3.8487 -1.0382
H -1.1593 -2.0650 2.7050
Ni 0.5855 -0.9868 -2.8780
C -1.4336 -1.5325 -1.9530
C -2.9568 -1.7226 -1.8816
C -0.9120 -2.5158 -3.0121
H -3.1919 -2.7453 -1.5550
H -3.3934 -1.5720 -2.8667
H -3.4024 -1.0274 -1.1629
H -1.1462 -3.5332 -2.6825
H 0.2263 -2.5356 -3.1917
H -1.4361 -2.3722 -3.9452
C -1.1945 -0.0305 -2.2376
C -1.3380 0.3429 -3.7236
H -0.1382 0.3628 -1.9770
H -1.8016 0.5840 -1.5923
O -1.0986 -0.5421 -4.5867
N -1.3757 1.7002 -4.0843
C -0.1233 2.4659 -3.9370
H -1.7929 1.8404 -4.9978
C 1.1365 1.8172 -4.4698
C 2.3589 2.4397 -4.1867
H 2.3474 3.4070 -3.6790
C 3.5810 1.8262 -4.4514
H 4.5183 2.3064 -4.1401
C 3.6206 0.5739 -5.0970
H 4.5843 0.0755 -5.2883
C 2.4159 -0.0028 -5.5108
H 2.4164 -0.9827 -6.0058
C 1.2004 0.6505 -5.2457
H 0.3071 0.1553 -5.6012
H 0.0171 2.6960 -2.8737
H -0.2835 3.4028 -4.4779
C -2.0023 1.1103 9.0449
C -1.4103 1.0299 7.6668
C -1.1043 -0.2223 7.1219
C -0.6037 -0.3305 5.8249
C -0.4163 0.8324 5.0697
C -0.6634 2.0985 5.6158
C -1.1677 2.1889 6.9155
S 0.1126 0.6683 3.3571
O 0.9397 1.8597 3.1512
O 0.8237 -0.6079 3.3811
O -1.1519 0.6572 2.6244
H -2.9544 0.5624 9.0987
H -1.3306 0.6626 9.7909
H -2.1897 2.1523 9.3262
H -1.2676 -1.1224 7.7134
H -0.3564 -1.2946 5.4065
H -0.4607 2.9884 5.0378
H -1.3851 3.1634 7.3526

Cartesian forces (eV/Å) of the 3 atoms listed first:
0.873 -0.637 -0.437
-0.370 1.181 -0.043
0.381 0.374 1.285

Calculated values
Total charge: -1
Orbital gap (alpha / beta) (eV): 6.49 / 5.63
<S²>: 2.023
Multiplicity: 3
HOMO energy (alpha / beta) (eV): -4.123 / -4.061
E_LUMO (alpha / beta) (eV): 2.37 / 1.57


ORCA calculation (wB97M-V/def2-TZVPD) on an isolated molecule of C6H8BrN3O3 at a distorted geometry.

Cartesian coordinates (Å):
C 2.6289 -0.9381 0.4026
O 1.6623 0.0353 0.6064
C 0.3147 -0.1371 -0.4162
N 0.8100 -0.0770 -1.7094
N -0.2145 -1.4070 -0.1207
C -1.3530 -1.5495 0.3881
C -2.3124 -0.4459 0.7028
Br -3.7137 -0.5092 -0.7435
C -1.6648 0.8841 0.6761
C -0.4659 1.0325 0.1179
N 0.1630 2.3334 0.0739
O 0.7672 2.6182 -0.9350
O 0.0058 3.0517 1.0286
H 3.5100 -0.5847 0.9415
H 2.8726 -1.0387 -0.6598
H 2.3197 -1.9098 0.8043
H 0.4575 -0.7543 -2.3626
H 0.9885 0.8526 -2.0601
H -1.6902 -2.5628 0.5699
H -2.8822 -0.6237 1.6149
H -2.2035 1.7301 1.0803

Cartesian forces (eV/Å) of the 3 atoms listed first:
0.155 -0.274 -0.098
-3.025 0.367 -1.154
2.905 0.878 1.624

Calculated values
Orbital gap (eV): 8.67
SMILES: CO[C@@]1(N)N=C[C@H](Br)C=C1[N+](=O)[O-]
Multiplicity: 1
HOMO energy (eV): -9.623
E_LUMO (eV): -0.95


ORCA calculation (wB97M-V/def2-TZVPD) on a cluster of 2 separate species, CH3BBr2 in total at a distorted geometry.

Cartesian coordinates (Å):
B 0.5824 -0.5809 1.2836
C -0.1791 0.3030 -1.5239
Br 0.1406 2.0659 -1.7907
Br -1.3431 -0.9310 1.2576
H 1.1704 -1.4052 0.6591
H 1.0259 0.3727 1.7415
H -1.3970 0.1755 -1.6272

Cartesian forces (eV/Å) of the 3 atoms listed first:
-1.019 -1.259 -1.443
-2.582 -1.127 0.124
-0.030 0.727 -0.120

Calculated values
Orbital gap (eV): 7.97
Multiplicity: 1
HOMO energy (eV): -9.256
E_LUMO (eV): -1.28